{"formula": "C59H94N11O3PS2", "method": "ωB97M-V/def2-TZVPD", "symbols": ["C", "C", "C", "C", "C", "C", "N", "C", "P", "S", "C", "C", "S", "C", "C", "C", "C", "C", "C", "C", "C", "C", "O", "C", "C", "O", "C", "O", "C", "C", "N", "H", "H", "H", "H", "H", "H", "H", "H", "H", "H", "H", "H", "H", "H", "H", "H", "H", "H", "H", "H", "H", "H", "H", "H", "H", "H", "H", "H", "H", "H", "H", "C", "C", "C", "C", "N", "H", "H", "H", "H", "H", "H", "H", "C", "C", "C", "C", "N", "H", "H", "H", "H", "H", "H", "H", "C", "C", "C", "C", "N", "H", "H", "H", "H", "H", "H", "H", "C", "C", "C", "C", "N", "H", "H", "H", "H", "H", "H", "H", "C", "C", "C", "C", "N", "H", "H", "H", "H", "H", "H", "H", "C", "C", "C", "C", "N", "H", "H", "H", "H", "H", "H", "H", "C", "C", "C", "C", "N", "H", "H", "H", "H", "H", "H", "H", "C", "C", "C", "C", "N", "H", "H", "H", "H", "H", "H", "H", "C", "C", "C", "C", "N", "H", "H", "H", "H", "H", "H", "H"], "coordinates": [[-0.65120, -1.89654, 3.47456], [0.82896, -2.14717, 3.76872], [1.61522, -0.83012, 3.66017], [2.07823, -0.50844, 2.26744], [2.65471, -1.47913, 1.44731], [3.10710, -1.16183, 0.17173], [3.73518, -2.14789, -0.65428], [2.96008, 0.13876, -0.31714], [3.57532, 0.57058, -1.95930], [4.85986, 2.05784, -2.01341], [2.35315, 1.12275, 0.46220], [1.94609, 0.78452, 1.75168], [1.24800, 2.09600, 2.74207], [0.31738, 2.92462, 1.47833], [-0.92478, 3.46704, 1.76932], [-1.65997, 4.12054, 0.77963], [-3.00949, 4.71018, 1.13977], [-4.11786, 4.49922, 0.08725], [-5.24827, 3.64724, 0.66948], [-4.82886, 2.18123, 0.79636], [-5.79384, 1.39294, 1.68620], [-5.77860, -0.11218, 1.40847], [-7.02208, -0.57604, 0.85564], [-7.10722, -0.53455, -0.47833], [-8.37243, -1.14562, -1.01178], [-6.27822, -0.04032, -1.18825], [-1.07861, 4.19671, -0.48838], [-1.70509, 4.89086, -1.52547], [0.15892, 3.62749, -0.77446], [0.88284, 2.98141, 0.21038], [2.16663, 2.43000, -0.07921], [-1.23173, -2.81721, 3.52629], [-1.05958, -1.23384, 4.23463], [-0.79104, -1.46595, 2.48408], [1.20179, -2.89128, 3.07233], [0.88106, -2.51177, 4.79137], [0.94982, -0.05640, 4.03059], [2.46898, -0.83557, 4.32976], [2.74865, -2.48786, 1.81628], [3.08948, -2.56725, -1.31353], [4.13789, -2.86664, -0.07051], [4.12651, -0.56667, -2.54365], [2.43770, 0.90499, -2.71413], [-1.28027, 3.34972, 2.78262], [-2.91772, 5.74829, 1.45054], [-3.32374, 4.17472, 2.03559], [-3.77396, 3.99725, -0.80444], [-4.55374, 5.46728, -0.14819], [-6.14527, 3.68041, 0.05088], [-5.51048, 3.98673, 1.67398], [-4.74944, 1.71534, -0.18252], [-3.85290, 2.12965, 1.28464], [-5.56286, 1.56723, 2.73525], [-6.81036, 1.76132, 1.54505], [-4.92726, -0.38490, 0.79224], [-5.67294, -0.64965, 2.34694], [-8.10314, -2.05253, -1.54290], [-9.04755, -1.35248, -0.19356], [-8.79114, -0.41026, -1.68776], [-2.10977, 4.23334, -2.09914], [0.54714, 3.73600, -1.77651], [2.91543, 3.02342, 0.26962], [-0.17381, 2.32947, 6.57341], [0.89538, 2.60393, 7.62434], [2.26079, 2.93186, 7.00878], [2.83615, 1.78768, 6.30680], [3.28978, 0.89347, 5.74780], [0.06684, 1.44179, 5.98418], [-1.13748, 2.16006, 7.05319], [-0.28141, 3.17467, 5.89006], [0.98104, 1.74640, 8.28902], [0.58210, 3.45060, 8.23794], [2.95708, 3.24207, 7.79066], [2.17015, 3.77062, 6.31571], [5.86937, -3.73346, -5.92112], [5.15278, -2.51881, -6.49446], [4.59771, -1.58402, -5.41726], [3.51901, -2.19522, -4.64370], [2.67348, -2.66881, -4.02609], [5.18706, -4.37514, -5.35793], [6.29163, -4.32527, -6.72325], [6.68003, -3.42486, -5.25780], [4.34820, -2.85072, -7.15291], [5.85049, -1.95476, -7.10396], [4.21174, -0.67399, -5.88320], [5.39893, -1.27507, -4.74205], [-10.55674, -1.18423, 4.10765], [-10.09576, -2.63648, 4.04162], [-9.35676, -2.96725, 2.74226], [-10.23106, -2.89378, 1.57478], [-10.92053, -2.83832, 0.65824], [-11.28840, -0.96329, 3.32868], [-11.02407, -0.97644, 5.07027], [-9.71442, -0.49979, 3.98839], [-10.95307, -3.30088, 4.15841], [-9.42278, -2.83835, 4.87628], [-8.94790, -3.97815, 2.80251], [-8.51387, -2.28638, 2.59990], [-10.67942, -6.20760, -0.59505], [-9.67068, -7.32151, -0.34481], [-9.94765, -8.07087, 0.96167], [-9.75067, -7.20313, 2.12261], [-9.57701, -6.51638, 3.02637], [-10.61924, -5.44170, 0.17745], [-10.48135, -5.72456, -1.55148], [-11.70090, -6.59180, -0.61848], [-8.66159, -6.90598, -0.32368], [-9.70138, -8.03458, -1.17074], [-9.27946, -8.92918, 1.05035], [-10.96688, -8.46032, 0.96808], [7.00393, 2.08025, -7.56744], [8.44061, 1.76776, -7.97209], [8.64322, 0.29454, -8.34166], [8.46164, -0.58852, -7.19487], [8.30423, -1.29628, -6.30480], [6.72003, 1.54282, -6.66104], [6.88780, 3.14576, -7.36997], [6.30626, 1.80463, -8.36014], [9.11837, 2.04554, -7.16289], [8.71184, 2.37628, -8.83659], [9.64947, 0.14555, -8.73792], [7.94323, 0.00206, -9.12662], [-2.41560, 9.70701, 3.56832], [-0.96924, 9.31490, 3.28697], [-0.81294, 7.83378, 2.92980], [-1.13122, 6.95021, 4.04993], [-1.38208, 6.25351, 4.92761], [-2.80582, 9.18532, 4.44355], [-2.48978, 10.77744, 3.75932], [-3.05732, 9.47286, 2.71686], [-0.34947, 9.55461, 4.15259], [-0.59338, 9.90852, 2.45200], [0.21479, 7.64293, 2.61562], [-1.44788, 7.58040, 2.07869], [11.10632, -6.63953, -5.53395], [10.83898, -5.21448, -6.00611], [9.37486, -4.79465, -5.84504], [8.48363, -5.55477, -6.71763], [7.80861, -6.17000, -7.41344], [10.56012, -7.36668, -6.13668], [12.16805, -6.87445, -5.61141], [10.80942, -6.76835, -4.49144], [11.14003, -5.11268, -7.05029], [11.45591, -4.52385, -5.42860], [9.26262, -3.73392, -6.07955], [9.05665, -4.92187, -4.80864], [2.94180, 1.04041, 12.53929], [2.68348, 2.45781, 12.04107], [1.20728, 2.85986, 12.12566], [0.37126, 2.07927, 11.21601], [-0.27425, 1.46985, 10.48836], [2.43456, 0.30158, 11.91721], [4.00822, 0.81763, 12.51629], [2.59513, 0.91750, 13.56693], [3.03482, 2.55369, 11.01190], [3.26370, 3.16068, 12.64141], [1.09758, 3.91634, 11.87430], [0.84029, 2.73766, 13.14603], [2.91541, -1.71991, -12.15530], [2.73548, -2.61199, -10.93213], [2.90214, -1.85349, -9.61138], [4.26956, -1.37628, -9.41817], [5.34325, -0.99491, -9.27970], [3.92941, -1.32098, -12.21086], [2.73079, -2.28532, -13.06833], [2.21862, -0.87988, -12.13401], [3.44439, -3.44032, -10.97450], [1.73560, -3.04844, -10.95014], [2.64295, -2.50729, -8.77622], [2.21723, -1.00460, -9.57295]], "atomic_forces_ev_per_a": [[0.078, -0.311, 0.036], [-0.547, 0.538, -0.066], [-0.131, -0.718, 0.031], [-0.025, 0.147, -0.199], [-0.012, 0.648, 0.118], [0.051, -0.314, -0.154], [-0.054, 0.210, 0.420], [-0.129, -0.373, -0.443], [0.579, 1.508, 0.087], [0.082, -0.222, 0.009], [0.108, -0.692, 0.139], [-0.282, 0.534, 0.047], [-0.012, 0.007, 0.010], [0.409, -0.499, 0.312], [0.422, -0.112, -0.416], [0.102, 0.315, 0.195], [0.191, -0.843, -0.336], [-0.885, 0.308, 0.976], [0.373, -0.688, 0.057], [-0.122, 0.182, 0.601], [-0.034, -0.129, -0.506], [0.089, 0.309, 0.874], [0.319, -0.327, 0.116], [-0.604, -0.084, -0.397], [0.377, 0.372, 0.632], [0.696, 0.269, -0.194], [0.073, 0.049, -0.184], [0.025, -0.079, 0.361], [-0.197, 0.111, 0.065], [-0.385, 0.436, -0.020], [-0.043, -0.244, 0.243], [-0.001, -0.102, -0.074], [-0.096, 0.242, -0.076], [-0.062, 0.148, -0.033], [0.176, -0.256, 0.175], [0.308, -0.261, 0.031], [0.094, 0.278, 0.005], [0.189, -0.020, 0.008], [0.095, -0.163, -0.045], [0.066, 0.004, -0.115], [-0.060, -0.187, -0.107], [-0.429, -0.239, 0.117], [-0.118, -0.444, 0.039], [-0.318, 0.118, 0.045], [0.043, 0.217, -0.234], [0.026, 0.095, 0.200], [0.156, 0.151, -0.231], [0.185, 0.090, -0.500], [-0.086, 0.180, -0.046], [-0.126, 0.300, -0.017], [-0.010, -0.028, -0.123], [0.235, -0.013, -0.223], [0.076, 0.079, 0.102], [-0.150, -0.056, -0.067], [-0.131, -0.078, -0.345], [-0.165, -0.178, 0.041], [-0.142, -0.095, -0.132], [-0.255, -0.168, -0.128], [-0.210, -0.115, -0.246], [-0.011, 0.105, -0.197], [0.137, -0.069, -0.055], [0.040, 0.176, -0.286], [0.010, -0.019, 0.013], [-0.184, -0.008, -0.200], [-0.152, 0.106, 0.277], [0.087, 0.103, -0.152], [0.046, 0.020, 0.120], [0.032, 0.026, -0.023], [-0.001, -0.012, -0.001], [-0.005, -0.001, -0.002], [0.067, 0.010, 0.032], [0.078, 0.016, 0.019], [0.077, -0.058, -0.049], [0.027, -0.072, -0.103], [-0.252, 0.095, 0.134], [0.230, -0.315, 0.237], [0.046, 0.132, -0.334], [0.013, 0.026, 0.156], [0.020, 0.000, 0.011], [0.012, 0.020, 0.023], [0.001, -0.075, -0.071], [-0.003, 0.032, -0.017], [-0.065, 0.043, 0.028], [-0.023, 0.092, 0.025], [-0.064, 0.015, 0.083], [-0.027, -0.051, 0.070], [-0.030, -0.059, 0.008], [-0.094, 0.251, 0.099], [0.136, -0.188, 0.269], [0.074, -0.010, 0.039], [-0.084, 0.000, -0.006], [0.028, 0.005, -0.027], [-0.008, 0.024, -0.008], [-0.004, 0.007, -0.013], [0.049, -0.074, -0.036], [0.042, -0.071, -0.050], [-0.077, -0.019, -0.093], [-0.063, 0.064, -0.112], [0.128, 0.021, -0.025], [-0.195, 0.141, -0.187], [0.194, -0.098, -0.197], [-0.053, -0.096, 0.120], [0.000, 0.061, -0.065], [-0.067, 0.017, -0.014], [-0.032, 0.041, 0.011], [0.007, -0.018, 0.012], [0.025, -0.053, 0.045], [0.015, -0.085, 0.078], [0.014, 0.030, 0.125], [-0.035, 0.076, 0.071], [0.029, 0.021, -0.001], [-0.221, 0.146, 0.058], [0.189, 0.288, -0.172], [-0.101, -0.173, -0.128], [0.057, -0.006, 0.103], [-0.002, -0.023, -0.008], [-0.013, -0.006, 0.028], [0.004, -0.034, 0.011], [0.054, -0.048, -0.024], [0.048, -0.064, -0.030], [0.013, -0.087, 0.077], [-0.092, -0.085, 0.108], [0.052, 0.004, 0.048], [-0.252, 0.151, 0.029], [0.256, 0.233, -0.112], [-0.046, -0.134, -0.092], [0.014, 0.021, 0.018], [-0.006, -0.033, -0.022], [-0.024, -0.003, 0.004], [-0.006, -0.005, 0.003], [0.054, -0.054, -0.021], [0.058, -0.070, -0.023], [-0.008, -0.137, 0.065], [-0.065, -0.060, 0.055], [0.016, 0.025, -0.070], [0.123, -0.217, 0.097], [0.189, 0.277, -0.035], [0.088, -0.178, 0.014], [0.062, -0.035, -0.035], [-0.036, 0.009, 0.021], [-0.006, -0.021, 0.008], [-0.007, -0.008, 0.000], [-0.049, 0.060, -0.010], [-0.063, 0.066, -0.012], [-0.119, -0.010, -0.012], [-0.063, -0.064, -0.018], [0.008, 0.020, -0.068], [0.130, -0.196, 0.115], [0.233, 0.190, -0.019], [-0.123, -0.003, 0.070], [0.006, -0.036, 0.055], [-0.033, 0.008, 0.017], [-0.005, -0.021, 0.005], [-0.005, -0.007, 0.000], [-0.051, 0.058, -0.015], [-0.057, 0.062, -0.017], [-0.094, -0.024, -0.047], [-0.054, -0.070, -0.019], [0.037, -0.045, 0.025], [-0.024, 0.075, -0.262], [-0.140, -0.295, -0.006], [-0.030, 0.211, -0.075], [0.020, 0.068, -0.147], [-0.008, 0.025, 0.024], [0.007, 0.017, -0.011], [0.005, 0.007, -0.003], [-0.003, -0.010, 0.084], [0.000, -0.002, 0.093], [0.072, 0.045, 0.056], [0.076, 0.071, 0.000]], "e_homo_ev": -7.73, "homo_lumo_gap_ev": 8.31, "e_lumo_ha": 0.0215, "smiles": "CCCc1cc(N)c([PH2]=S)c2c1Sc1cc(CCCCCCOC(C)=O)c(O)cc1N2.CCCC#N.CCCC#N.CCCC#N.CCCC#N.CCCC#N.CCCC#N.CCCC#N.CCCC#N.CCCC#N"}